29
Properties=species:S:1:pos:R:3:forces:R:3 method="wB97M-V/def2-TZVPD" e_homo_ev=-9.06 charge=0 smiles=CCc1ccccc1.CCC lumo_energy_ha=0.0343 homo_lumo_gap_ev=9.9912 largest_force_ev_per_a=0.3 relative_energy_ev=0.163
C -1.431702 0.408306 -3.893567 -0.03 0.08 -0.08
C -1.366392 1.791454 -3.787339 0.00 -0.08 -0.05
C 2.130330 1.044174 3.106708 -0.04 -0.10 -0.17
C -1.093086 1.564277 -1.412217 -0.02 0.33 -0.08
C 2.136919 -0.236231 2.278043 0.00 -0.07 0.01
C -1.330725 -0.387638 -2.763778 0.02 -0.04 -0.17
C -1.009489 -0.674492 -0.268568 -0.03 -0.23 0.10
C 2.544777 -1.468841 3.080347 -0.03 0.17 -0.04
C -1.157759 0.180883 -1.503465 -0.05 -0.12 0.10
C -1.196447 2.368621 -2.541076 -0.01 0.00 -0.05
C -2.038418 -1.797471 -0.124873 0.00 0.04 -0.14
H -1.752296 -2.480145 0.674148 -0.06 0.07 0.14
H 1.822612 -1.671258 3.873155 0.01 -0.02 0.03
H -1.380112 -1.464041 -2.892122 0.01 0.05 0.14
H 2.807887 -0.115068 1.423216 0.03 -0.01 0.04
H 3.520776 -1.322990 3.545541 0.03 -0.01 0.02
H -1.148777 3.448282 -2.456905 0.01 -0.06 0.09
H 2.001036 1.916099 2.465726 0.03 0.07 0.02
H 3.071546 1.150691 3.648313 -0.02 0.08 0.04
H 1.308086 1.045730 3.822771 0.05 -0.04 0.12
H 1.141943 -0.401846 1.861509 -0.03 0.03 -0.08
H -0.012408 -1.122364 -0.265136 0.07 0.04 -0.04
H -1.447404 2.408397 -4.672010 -0.01 0.02 -0.01
H -1.566624 -0.046482 -4.868264 0.02 -0.03 0.06
H 2.607796 -2.348567 2.442329 -0.03 -0.09 0.00
H -2.110875 -2.402468 -1.028105 -0.01 0.04 -0.06
H -3.028439 -1.390420 0.086138 0.00 -0.06 0.00
H -1.063279 -0.042564 0.620723 0.07 0.07 -0.06
H -0.959476 2.045962 -0.451239 0.00 -0.12 0.10